# C29H35GaI2N

A molecular structure, C29H35GaI2N in a non-equilibrium geometry (wB97M-V/def2-TZVPD, the OMol25 dataset).

```
68
C29H35GaI2N (wB97M-V/def2-TZVPD)
C -1.4901 2.4964 1.5451
N -1.7730 1.9417 0.1966
C -0.4886 1.6755 -0.5718
Ga -0.1062 -0.3425 -0.3765
C 1.8198 -0.7992 0.2448
I 3.2719 0.6414 0.9844
C 2.2334 -2.1320 0.2120
C 3.6324 -2.6853 0.6702
I 0.8385 -3.6622 -0.5124
H -2.0379 3.4777 1.7116
H -1.9163 1.7859 2.3238
H -0.4002 2.7069 1.7405
H -2.2206 2.6922 -0.3485
H 0.3609 2.3576 -0.2503
H -0.7378 1.9349 -1.6533
H -0.2961 -1.0523 -1.8214
H -1.2047 -1.0361 0.5922
H 4.4795 -1.9554 0.6089
H 3.5040 -3.1567 1.6911
H 3.8766 -3.5491 -0.0288
C -2.9360 3.8899 -6.1036
C -2.0039 4.9073 -5.9325
C -1.4211 5.1153 -4.6870
C -1.7636 4.2992 -3.6143
C -2.6937 3.2792 -3.7869
C -3.2826 3.0772 -5.0294
H -3.3926 3.7297 -7.0739
H -1.7316 5.5394 -6.7707
H -0.6991 5.9126 -4.5523
H -1.3057 4.4576 -2.6444
H -2.9595 2.6414 -2.9507
H -4.0110 2.2851 -5.1614
C 0.0838 0.6887 6.3647
C 0.9199 -0.1583 5.6457
C 1.4924 0.2745 4.4545
C 1.2364 1.5581 3.9869
C 0.4029 2.4066 4.7077
C -0.1769 1.9712 5.8942
H -0.3653 0.3496 7.2918
H 1.1249 -1.1576 6.0136
H 2.1388 -0.3880 3.8901
H 1.6867 1.8963 3.0603
H 0.2043 3.4085 4.3432
H -0.8311 2.6313 6.4529
C 6.1114 -4.3455 3.3555
C 6.4559 -5.4701 4.0969
C 7.6750 -6.1019 3.8779
C 8.5545 -5.6028 2.9234
C 8.2117 -4.4759 2.1846
C 6.9887 -3.8493 2.3970
H 5.1595 -3.8553 3.5241
H 5.7729 -5.8552 4.8457
H 7.9403 -6.9827 4.4516
H 9.5072 -6.0925 2.7558
H 8.8983 -4.0859 1.4415
H 6.7195 -2.9743 1.8170
C -5.5280 0.3480 -3.4744
C -5.5329 -1.0418 -3.4454
C -6.5949 -1.7453 -4.0025
C -7.6482 -1.0586 -4.5975
C -7.6414 0.3313 -4.6296
C -6.5835 1.0351 -4.0644
H -4.7014 0.8959 -3.0368
H -4.7085 -1.5765 -2.9875
H -6.6017 -2.8289 -3.9740
H -8.4741 -1.6075 -5.0361
H -8.4618 0.8667 -5.0949
H -6.5807 2.1192 -4.0847
```

Output
**Kohn-Sham gap**: 6.865 eV
**2S+1**: 1
**Charge**: -1
**Energy above the lowest of the compared OMol25 structures with the same formula, charge and spin**: 79.5 kJ/mol

Which charges does Löwdin predict for the atoms? In e, they are: -0.1818 -0.2242 -0.3694 0.1653 -0.7874 0.7456 -0.8557 -0.2480 0.6820 0.0715 0.0775 0.0549 0.0548 0.0264 0.0302 -0.1080 -0.0775 0.0075 0.0665 0.0517 -0.1016 -0.1078 -0.0999 -0.0896 -0.0863 -0.0905 0.0963 0.0944 0.0970 0.0999 0.0886 0.0853 -0.1109 -0.0987 -0.0936 -0.1205 -0.1050 -0.1076 0.0924 0.0960 0.0759 0.0141 0.0983 0.0931 -0.0890 -0.0977 -0.1062 -0.1066 -0.0986 -0.0873 0.0959 0.0988 0.0955 0.0953 0.0983 0.0980 -0.0900 -0.0799 -0.0986 -0.1079 -0.1067 -0.1035 0.0934 0.1092 0.0980 0.0945 0.0949 0.0987

***

# C29H35N2O

2 unconnected molecules or ions with the total composition C29H35N2O in a non-equilibrium geometry (wB97M-V/def2-TZVPD, the OMol25 dataset).

```
67
C29H35N2O (wB97M-V/def2-TZVPD)
C 5.5832 -1.0939 -1.6793
C 4.1595 -0.7233 -1.3910
C 3.2557 -1.7116 -0.9834
C 1.9420 -1.4011 -0.6929
C 1.4620 -0.0588 -0.8098
C 0.1106 0.2252 -0.4757
C -0.7161 1.2373 -1.0542
C -0.3193 2.1535 -2.0708
C -1.1215 3.2058 -2.4860
C -2.4071 3.3374 -1.9439
O -3.2824 4.3635 -2.2942
C -3.6011 4.6086 -3.6374
C -4.8994 4.2977 -4.0535
C -5.2056 4.3494 -5.4124
C -4.2464 4.7799 -6.3336
C -2.9948 5.2069 -5.8814
C -2.6691 5.1425 -4.5230
C -2.8830 2.3976 -1.0140
C -2.0693 1.3628 -0.5914
C 2.4026 0.9336 -1.2189
C 3.7042 0.5915 -1.5278
H 6.1072 -0.2748 -2.1831
H 6.1385 -1.3355 -0.7608
H 5.6321 -1.9818 -2.3231
H 3.6029 -2.7398 -0.8822
H 1.2427 -2.1672 -0.3614
H -0.3682 -0.4422 0.2474
H 0.6523 2.0463 -2.5437
H -0.7701 3.9196 -3.2288
H -5.6314 3.9629 -3.3212
H -6.1936 4.0326 -5.7533
H -4.4874 4.8106 -7.4054
H -2.2529 5.5776 -6.5842
H -1.7031 5.4786 -4.1549
H -3.9063 2.4869 -0.6446
H -2.4503 0.6169 0.1093
H 2.1128 1.9850 -1.2268
H 4.4094 1.3566 -1.8609
C 2.0520 -5.1905 3.8146
C 1.8412 -5.5519 2.3189
C 0.7966 -4.5481 1.7871
N 0.6867 -3.5062 2.7711
C -0.5567 -2.7794 2.8132
C -0.2940 -1.3972 3.3972
C -1.4892 -0.4901 3.7292
C -0.8076 0.8915 3.8715
C 0.5795 0.7555 3.1915
N 0.5214 -0.5620 2.5470
C 1.1496 -3.9686 4.0749
H 1.7590 -6.0317 4.4600
H 3.1018 -4.9363 4.0140
H 2.7823 -5.4566 1.7614
H 1.4706 -6.5809 2.2170
H 1.0918 -4.1252 0.8188
H -0.1699 -5.0523 1.6340
H -0.9868 -2.6719 1.8016
H -1.3084 -3.2807 3.4686
H 0.2000 -1.5660 4.3763
H -2.2284 -0.4868 2.9142
H -2.0057 -0.7914 4.6512
H -1.4045 1.6881 3.4210
H -0.6807 1.1420 4.9350
H 0.7914 1.5783 2.4945
H 1.3501 0.7966 3.9951
H 1.4334 -0.9790 2.3342
H 0.3000 -4.2624 4.7241
H 1.6850 -3.1730 4.6147
```

Output
**Kohn-Sham gap**: 5.202 eV
**2S+1**: 1
**Charge**: +1
**Energy above the lowest of the compared OMol25 structures with the same formula, charge and spin**: 106.8 kJ/mol

Which charges does Löwdin predict for the atoms? In e, they are: -0.0306 -0.2345 -0.0128 0.0120 -0.1907 0.1158 -0.1717 0.0207 0.0398 -0.1757 0.0280 -0.2436 0.0007 -0.0675 -0.0770 -0.0656 -0.0235 0.0359 0.0247 -0.0016 -0.0126 0.0855 0.1018 0.0957 0.1282 0.1085 0.1122 0.1108 0.1126 0.1232 0.1134 0.1139 0.1098 0.1115 0.1371 0.1261 0.1168 0.1272 -0.1487 -0.1474 -0.1977 -0.1887 -0.1631 -0.3743 -0.1345 -0.1621 -0.1984 -0.0344 -0.1839 0.1083 0.1052 0.1016 0.1070 0.0918 0.1171 0.1251 0.1350 0.1393 0.1048 0.1182 0.0981 0.1091 0.1013 0.1159 0.1196 0.1201 0.1115

***

# C29H35N6O5STi

A molecular structure, C29H35N6O5STi (wB97M-V/def2-TZVPD, the OMol25 dataset).

```
77
C29H35N6O5STi (wB97M-V/def2-TZVPD)
Ti 0.3739 -0.6541 0.2830
C 3.6148 -1.3843 0.7410
O 2.5736 -0.6330 0.0778
C 2.9957 0.5872 -0.4610
C 4.1558 0.7288 -1.1972
C 4.4734 1.9789 -1.7087
C 3.6347 3.0648 -1.4808
C 2.4760 2.9166 -0.7395
C 2.1514 1.6645 -0.2212
N 1.0003 1.3604 0.5129
N 0.4638 2.3432 1.1245
C -0.5618 2.1532 1.9629
C -0.9066 0.8639 2.4620
O -0.3529 -0.2313 2.0350
C -1.8659 0.7672 3.5014
C -2.4876 1.8738 3.9870
C -2.1934 3.1812 3.4992
C -2.8454 4.3162 4.0157
C -2.5347 5.5689 3.5541
C -1.5594 5.7200 2.5605
C -0.9136 4.6245 2.0351
C -1.2146 3.3350 2.4955
H 4.2761 -0.6997 1.2696
H 3.1308 -2.0486 1.4480
H 4.1861 -1.9573 0.0109
H 4.8117 -0.1152 -1.3637
H 5.3822 2.1062 -2.2803
H 3.8968 4.0357 -1.8788
H 1.8235 3.7544 -0.5376
H -2.0741 -0.2200 3.8933
H -3.2250 1.7752 4.7748
H -3.5924 4.1811 4.7882
H -3.0333 6.4397 3.9564
H -1.3098 6.7109 2.2054
H -0.1590 4.7499 1.2718
C -0.2093 1.9589 -4.4780
N 0.4141 0.9363 -3.6414
C 1.5988 0.2954 -4.2074
C -0.0597 0.5715 -2.4687
O 0.4653 -0.3404 -1.7873
C -1.2666 1.3117 -1.8992
O -1.5695 0.8012 -0.6190
C -2.8137 0.1560 -0.4317
C -2.5402 -1.3196 -0.1635
O -1.3776 -1.7456 -0.3514
N -3.5142 -2.0933 0.2656
C -3.2435 -3.4823 0.6369
C -4.8947 -1.6453 0.4218
H -0.9027 1.5073 -5.1889
H 0.5709 2.4713 -5.0359
H -0.7367 2.7018 -3.8866
H 1.3751 -0.0557 -5.2141
H 1.9006 -0.5410 -3.5872
H 2.4141 1.0178 -4.2554
H -2.1171 1.2244 -2.5787
H -1.0206 2.3711 -1.7913
H -3.4555 0.2611 -1.3100
H -3.3145 0.6177 0.4214
H -2.1855 -3.6046 0.8499
H -3.5430 -4.1545 -0.1678
H -3.8186 -3.7221 1.5292
H -5.1030 -0.7679 -0.1836
H -5.1115 -1.4196 1.4667
H -5.5592 -2.4427 0.0953
C 2.8772 -5.3805 1.5996
N 2.1529 -5.0121 0.3919
C 2.2834 -5.6557 -0.8291
C 1.4603 -5.0446 -1.7001
N 0.8292 -4.0351 -0.9946
C 1.2543 -4.0143 0.2861
S 0.7102 -2.9815 1.5262
H 2.7528 -6.4445 1.7877
H 2.4776 -4.8190 2.4385
H 3.9370 -5.1575 1.4868
H 2.9488 -6.4899 -0.9620
H 1.2628 -5.2437 -2.7371
H 0.0803 -3.4489 -1.3302
```

Output
**Kohn-Sham gap (alpha / beta)**: 6.771 / 6.792 eV
**2S+1**: 2
**Charge**: +2
**Energy above the lowest of the compared OMol25 structures with the same formula, charge and spin**: 40.8 kJ/mol

Which charges does Löwdin predict for the atoms? In e, they are: 1.0404 -0.0211 -0.2235 -0.2276 0.0030 -0.0518 -0.0567 0.0060 -0.1938 -0.0316 0.1524 -0.1376 -0.2878 -0.1774 0.0104 0.0241 -0.1635 -0.0152 -0.0550 -0.0483 -0.0198 -0.0951 0.1199 0.0417 0.1046 0.1266 0.1182 0.1162 0.1124 0.1266 0.1297 0.1218 0.1151 0.1141 0.1024 0.0036 -0.1005 0.0133 -0.3580 -0.0613 -0.0646 -0.1580 -0.0610 -0.3692 -0.1064 -0.1025 0.0147 0.0021 0.1127 0.1072 0.0912 0.1074 0.0912 0.1043 0.1483 0.1493 0.1467 0.1511 0.0649 0.1097 0.1074 0.0907 0.1121 0.1085 -0.0008 -0.1047 -0.0221 -0.0382 0.0899 -0.7000 0.7600 0.1069 0.0671 0.1042 0.1383 0.1279 0.1366

***

- What is the 2S+1 in the second record?
  1

***

- Among the records above, which one has the lowest charge?
  C29H35GaI2N

***

- What is the charge in the third record?
  +2